Here is a molecular structure, C19H30N3OPSiTi from the Open Molecules 2025 dataset. Energies are from ωB97M-V/def2-TZVPD.

Each line ends with the Löwdin charge.
Element x y z (Å)
Ti -0.4317 -1.6100 0.5327  0.75
Si 0.4153 -3.8711 -0.4229  0.45
P 1.6677 2.3452 -2.3030  0.88
N -2.0097 -1.1241 -0.0031  -0.15
H 2.4541 2.1257 -1.1156  0.03
C 1.9737 4.0262 -2.8593  -0.24
H 2.3358 3.9998 -3.8952  0.04
H 2.7358 4.4801 -2.2137  0.05
H 1.0449 4.6087 -2.7964  0.05
C 2.2132 1.2044 -3.5846  -0.20
H 2.5787 1.7959 -4.4355  0.05
H 1.3748 0.5731 -3.9089  0.06
H 3.0283 0.5699 -3.2150  0.05
C -0.0963 2.1277 -2.0291  -0.19
H -0.5444 3.0846 -1.7260  0.06
H -0.2798 1.3734 -1.2542  0.04
H -0.5643 1.7961 -2.9676  0.07
C 2.1722 -3.7771 -1.1372  -0.36
H 2.6236 -2.7899 -0.9615  -0.03
H 2.1351 -3.9681 -2.2201  0.01
H 2.7970 -4.5480 -0.6611  0.01
H 0.4978 -4.9895 0.5741  -0.13
H -0.4082 -4.3747 -1.5742  -0.12
C -3.1358 -0.5601 -0.4558  -0.41
C -4.7258 1.2989 -0.4304  -0.12
C -3.5681 0.7037 0.0529  -0.06
C -3.9259 -1.1871 -1.4692  -0.05
C -5.0803 -0.5771 -1.9372  -0.11
C -5.4880 0.6650 -1.4235  -0.12
H -5.0335 2.2653 -0.0296  0.09
H -2.9509 1.1730 0.8251  0.10
H -3.5739 -2.1470 -1.8552  0.10
H -5.6697 -1.0709 -2.7115  0.10
H -6.3966 1.1379 -1.7995  0.09
C 1.8211 0.6357 0.0156  -0.70
O 0.8334 -0.2530 -0.0104  -0.35
C 1.6637 1.6975 1.0665  -0.10
H 2.5231 2.3790 1.0688  0.07
H 1.5962 1.2476 2.0704  0.06
H 0.7467 2.2767 0.8934  0.06
C 3.1711 0.0415 -0.2562  -0.12
H 3.9619 0.7951 -0.1503  0.07
H 3.2067 -0.3777 -1.2711  0.05
H 3.3933 -0.7713 0.4567  0.06
N 3.1323 -0.9526 5.7820  0.17
C 2.0854 -1.0048 5.2577  -0.16
C 0.7934 -1.0626 4.6014  -0.20
C -0.3762 -0.7324 5.2939  0.01
C -1.5926 -0.7791 4.6212  -0.02
C -1.6103 -1.1347 3.2761  -0.07
N -0.4683 -1.4351 2.6130  -0.05
C 0.7273 -1.4258 3.2608  -0.04
H -0.3141 -0.4463 6.3434  0.13
H -2.5307 -0.5369 5.1150  0.12
H -2.5297 -1.1831 2.6855  0.12
H 1.6014 -1.7378 2.6780  0.14

Atoms 1-3, force components in eV/Å:
Ti 0.95 2.90 -2.50
Si -0.16 -0.30 -0.32
P 0.90 -0.42 1.70

highest occupied orbital energy (alpha / beta): -4.402 / -4.374 eV
lowest unoccupied orbital energy (alpha / beta): -0.9561 / -0.9708 eV

Here is a gas-phase ion, C4H10N4O2 (charge +2) from the Open Molecules 2025 dataset. Energies are from ωB97M-V/def2-TZVPD.

Each line ends with the Löwdin charge.
Element x y z (Å)
C 3.6153 -1.0309 -0.1630  0.16
C -0.0937 0.5894 0.3709  -0.05
C 2.2447 -0.5922 0.0453  -0.32
C -2.5795 1.1141 0.1080  0.02
N 0.2599 1.8430 0.0137  0.04
N 0.9966 -0.7752 0.0616  0.25
N -1.7400 -1.1331 -0.0487  0.09
N -1.4824 0.2185 -0.2506  -0.17
O 1.2874 2.2952 -0.2909  0.22
O 3.1098 0.3339 0.1142  0.19
H 4.1618 -1.4273 0.6454  0.13
H 3.9973 -1.2243 -1.1622  0.15
H 0.0002 0.4245 1.3896  0.16
H -2.7761 0.7829 1.1644  0.13
H -2.3344 2.2134 0.1447  0.14
H -3.5740 0.8345 -0.4786  0.18
H 0.5942 -1.7265 -0.0787  0.17
H -1.6385 -1.6996 -0.8983  0.15
H -2.6301 -1.3613 0.5400  0.20
H -1.4184 0.3211 -1.2268  0.17

Atoms 1-3, force components in eV/Å:
C -0.64 -0.41 -0.59
C 0.88 -4.12 -1.88
C 1.90 -1.28 -0.70

highest occupied orbital energy (alpha / beta): -18.302 / -18.299 eV
lowest unoccupied orbital energy (alpha / beta): -9.6283 / -9.6238 eV
charge: +2
SMILES: C[N@H+](N)[C@H](N=O)/[NH+]=C1/CO1
relative energy (zero: lowest compared OMol25 entry of this formula, charge and spin): 707.2 kJ/mol

Here is a molecular structure, C44H65BrClFIN4O7RbSi2Te from the Open Molecules 2025 dataset. Energies are from ωB97M-V/def2-TZVPD.

Each line ends with the Löwdin charge.
Element x y z (Å)
Rb -1.4549 -0.3018 -0.1049  0.94
C 5.1221 -4.0672 0.6498  -0.04
C 4.2725 -4.6169 1.7885  -0.30
C 5.0690 -4.6408 3.0776  -0.16
C 4.2180 -5.1208 4.2376  -0.12
C 3.0249 -4.2170 4.3863  -0.18
C 2.4440 -3.9848 5.6075  0.05
C 1.3412 -3.1383 5.7150  -0.26
F 0.8106 -2.9482 6.9381  0.07
C 0.8072 -2.5109 4.6371  0.06
C 1.3805 -2.7383 3.3753  -0.13
C 0.8008 -2.0828 2.2098  -0.36
O -0.0826 -1.2037 2.3123  -0.23
C 1.2803 -2.5444 0.9422  -0.02
C 2.3751 -3.3421 0.8949  0.03
N 3.0366 -3.8023 1.9808  0.02
C 2.4862 -3.5840 3.2448  -0.21
C 0.5156 -2.2141 -0.3202  -0.71
O 1.0815 -1.5309 -1.2057  -0.04
O -0.6754 -2.6232 -0.3310  -0.22
H 6.1132 -4.5200 0.7041  0.09
H 5.2320 -2.9830 0.7460  0.09
H 4.7187 -4.2882 -0.3383  0.08
H 3.9599 -5.6381 1.5531  0.16
H 5.4372 -3.6291 3.2825  0.10
H 5.9350 -5.2856 2.9277  0.12
H 4.7900 -5.1355 5.1651  0.12
H 3.8865 -6.1470 4.0495  0.13
H 2.8356 -4.4607 6.5002  0.14
H -0.0482 -1.8544 4.7315  0.13
H 2.7774 -3.6392 -0.0642  0.14
O -3.3274 1.6002 1.7975  -0.18
H -2.5633 1.5043 2.3988  -0.01
H -3.9481 2.1736 2.2548  0.04
O -0.9667 1.2475 3.2035  -0.06
H -0.7298 0.3041 3.1221  0.01
H -0.2334 1.7046 2.7782  0.05
O -2.9788 -1.5018 -1.6245  -0.25
H -3.3962 -1.6791 -0.7725  -0.03
H -2.1037 -1.9247 -1.5148  -0.03
Br -4.0289 -3.9563 5.4844  0.72
C -5.0465 -3.9538 3.8893  -0.74
C -6.3211 -4.5051 3.9506  -0.14
C -7.1190 -4.5386 2.8179  -0.08
C -6.6416 -4.0240 1.6211  -0.08
C -5.3689 -3.4761 1.5642  -0.16
C -4.5596 -3.4313 2.6961  -0.72
I -2.6757 -2.5701 2.5125  1.18
H -6.6801 -4.9043 4.8900  0.10
H -8.1125 -4.9679 2.8745  0.11
H -7.2553 -4.0475 0.7287  0.11
H -4.9962 -3.0805 0.6286  0.08
C 3.9002 -0.1951 -1.1532  -0.03
C 4.3188 0.4667 -2.4713  -0.47
C 5.7937 0.0937 -2.6760  -0.05
C 3.5309 -0.1995 -3.6156  -0.04
C 4.1559 2.0403 -2.5569  -0.39
O 4.7259 2.4204 -3.8293  -0.04
C 4.8905 2.8731 -1.4829  -0.08
C 4.2350 3.2490 -0.1339  -0.11
C 4.1552 2.1591 0.9090  -0.22
C 2.9241 1.6708 1.3287  -0.03
C 2.8284 0.5889 2.1945  -0.06
C 3.9905 0.0012 2.6621  -0.58
Cl 3.8857 -1.3888 3.7126  0.90
C 5.2349 0.5017 2.3100  -0.10
C 5.3058 1.5806 1.4396  -0.05
C 2.7245 2.5655 -2.8356  -0.02
N 1.6935 2.5506 -1.7924  -0.08
C 0.9829 1.5299 -1.3125  -0.18
N 0.1011 1.9529 -0.4198  -0.03
C 0.3114 3.3015 -0.4177  -0.23
N 1.2738 3.7123 -1.2149  0.11
H 3.7864 -1.2681 -1.3302  0.09
H 2.9552 0.1486 -0.7573  0.05
H 4.6527 -0.0604 -0.3789  0.07
H 5.8926 -0.9883 -2.5573  0.09
H 6.4599 0.5533 -1.9430  0.08
H 6.1514 0.3310 -3.6829  0.09
H 3.9119 -1.2135 -3.7632  0.09
H 3.6471 0.3430 -4.5557  0.09
H 2.4691 -0.3124 -3.3923  0.08
H 5.6720 2.2431 -3.7975  0.09
H 5.1227 3.8133 -1.9855  0.12
H 5.8523 2.3918 -1.2883  0.10
H 3.2352 3.6539 -0.2979  0.08
H 4.8318 4.0738 0.2652  0.12
H 2.0150 2.1139 0.9304  0.09
H 1.8645 0.1882 2.4876  0.09
H 6.1329 0.0427 2.7040  0.11
H 6.2811 1.9575 1.1464  0.12
H 2.3644 2.0086 -3.6958  0.13
H 2.7953 3.6068 -3.1333  0.14
H 1.1376 0.4903 -1.5914  0.10
H -0.2553 3.9924 0.1942  0.12
C -7.7886 0.1078 -2.8825  -0.18
Si -6.5749 0.8841 -1.7139  0.34
C -6.0956 -0.3305 -0.3928  -0.18
C -7.3385 2.3944 -0.9584  -0.19
C -5.0271 1.3410 -2.6482  -0.57
Te -3.5271 2.1225 -1.3413  1.24
C -2.3409 2.9208 -2.9616  -0.56
Si -2.6267 4.7310 -3.3028  0.34
C -2.2561 5.7593 -1.8022  -0.19
C -4.3940 4.9849 -3.8113  -0.19
C -1.4914 5.2747 -4.6711  -0.18
H -8.7173 -0.1602 -2.3667  0.03
H -7.3769 -0.8013 -3.3341  0.04
H -8.0394 0.8025 -3.6911  0.03
H -6.9715 -0.6800 0.1636  0.04
H -5.3958 0.1138 0.3282  0.03
H -5.6095 -1.2036 -0.8452  0.02
H -8.2093 2.1272 -0.3498  0.04
H -7.6714 3.0889 -1.7381  0.04
H -6.6226 2.9231 -0.3225  0.02
H -5.2305 2.1010 -3.4086  0.01
H -4.5965 0.4559 -3.1240  0.02
H -2.5997 2.3064 -3.8293  0.02
H -1.2914 2.7203 -2.7198  -0.02
H -2.7230 5.3411 -0.9046  0.02
H -2.6493 6.7723 -1.9446  0.04
H -1.1748 5.8393 -1.6375  0.03
H -5.0712 4.6609 -3.0130  0.02
H -4.6390 4.4256 -4.7217  0.04
H -4.5845 6.0458 -4.0074  0.03
H -0.4473 5.1345 -4.3687  0.03
H -1.6338 6.3345 -4.9088  0.03
H -1.6603 4.6973 -5.5864  0.03

Atoms 1-3, force components in eV/Å:
Rb 0.39 2.69 1.92
C 0.05 0.09 -0.04
C -0.24 0.15 -0.01

highest occupied orbital energy: -7.365 eV
lowest unoccupied orbital energy: -0.0915 eV
relative energy (zero: lowest compared OMol25 entry of this formula, charge and spin): 137.5 kJ/mol

Here is a molecular structure, C20H18F6MgN9O6S4 from the Open Molecules 2025 dataset. Energies are from ωB97M-V/def2-TZVPD.

Each line ends with the Löwdin charge.
Element x y z (Å)
Mg 0.1296 0.0072 -1.1332  0.64
C -3.7845 -0.6136 0.8915  -0.06
C -2.5983 0.0232 0.2871  -0.29
N -1.3589 -0.3192 0.7099  0.04
N -1.4728 -1.1190 1.7312  -0.06
C -0.5094 -1.8930 2.2990  -0.96
N -1.0837 -2.5159 3.3670  0.01
S 1.0072 -2.4132 1.8608  0.53
C -2.6783 0.8669 -0.8732  -0.23
C -3.8748 1.3980 -1.3033  -0.03
C -3.9214 2.5813 -2.0123  -0.04
C -2.6628 3.1217 -2.3664  -0.07
C -1.5240 2.3876 -2.1315  -0.13
N -1.4731 1.2709 -1.3734  0.05
H -3.6101 -0.5427 1.9936  0.08
H -3.8798 -1.6932 0.7069  0.09
H -4.7231 -0.1614 0.5807  0.05
H -2.0366 -2.3179 3.6909  0.09
H -0.4509 -2.9976 4.0141  0.07
H -4.8001 0.8922 -1.0031  0.11
H -4.8874 2.9828 -2.1781  0.09
H -2.6003 4.0517 -2.9588  0.11
H -0.6097 2.8376 -2.5387  0.13
N 1.8564 1.6331 6.5290  0.09
C 1.8009 1.5156 5.1759  -0.34
C 0.6333 2.0011 4.5061  -0.03
C 0.6656 2.1058 3.1313  -0.08
C 1.8160 1.8866 2.3695  -0.27
C 2.9552 1.3844 3.0257  -0.04
C 2.9248 1.1887 4.4242  -0.03
S 1.7209 2.3455 0.6466  0.64
O 2.8189 3.2131 0.4134  -0.30
O 0.3556 2.8048 0.4117  -0.34
N 1.7447 0.8314 -0.1266  -0.13
C 2.8544 0.1178 -0.4500  -0.51
N 4.0604 0.5555 -0.0925  0.13
C 5.0743 -0.1653 -0.4968  -0.15
C 4.9735 -1.2494 -1.3581  -0.07
C 3.6710 -1.5824 -1.6957  -0.13
N 2.6436 -0.9360 -1.2165  0.11
H 1.1170 2.0664 7.0625  0.09
H 2.4632 1.0309 7.0344  0.08
H -0.2333 2.3123 5.1075  0.11
H -0.2256 2.5599 2.6614  0.11
H 3.8591 1.2044 2.4535  0.10
H 3.8428 0.8608 4.9085  0.10
H 6.0630 0.1849 -0.1197  0.11
H 5.8190 -1.5932 -1.9560  0.09
H 3.4228 -2.3654 -2.3703  0.11
F -1.8066 -4.6543 -0.7078  0.09
C -1.4659 -4.3205 -2.0285  -0.59
F -2.2393 -4.9054 -2.9641  0.12
F -0.2099 -4.7343 -2.2007  0.14
S -1.5782 -2.5040 -2.3314  0.63
O -0.6087 -1.9421 -1.4410  -0.34
O -2.9619 -2.2355 -2.2283  -0.24
N -1.0761 -2.2748 -3.8781  -0.27
S 0.0362 -1.1525 -4.3531  0.65
O 0.4794 -0.3375 -3.2444  -0.35
O 1.0464 -1.6453 -5.2414  -0.24
C -1.0454 0.0313 -5.2080  -0.65
F -0.2980 1.0797 -5.5792  0.13
F -1.4475 -0.6601 -6.2903  0.11
F -2.1186 0.5098 -4.5429  0.14

Atoms 1-3, force components in eV/Å:
Mg 0.55 -0.78 0.91
C -0.29 -0.05 1.25
C 1.59 -1.22 -0.62

highest occupied orbital energy: -4.287 eV
lowest unoccupied orbital energy: 2.2644 eV
charge: -1
relative energy (zero: lowest compared OMol25 entry of this formula, charge and spin): 76.9 kJ/mol

no.,F_max (eV/A)
1,4.3
2,4.6
3,3.3
4,3.8